[1]
The following is a DFT calculation (ωB97M-V/def2-TZVPD) of a molecular structure, C28H26ClMnPSe4.

XYZ file:
```
61
Properties=species:S:1:pos:R:3
Mn 1.132 -0.609 -1.211
Cl -0.121 -2.438 -0.403
C -0.094 -2.262 1.359
C -0.711 -3.262 2.088
C -0.658 -3.194 3.470
C 0.015 -2.151 4.095
C 0.619 -1.163 3.336
C 0.559 -1.190 1.943
P 1.284 0.111 0.885
C 0.157 1.517 0.984
C -0.372 1.985 2.152
C -1.473 2.855 2.161
C -2.086 3.208 0.933
C -1.608 2.757 -0.251
C -0.400 1.877 -0.375
C 2.850 0.515 1.689
C 3.073 1.757 2.274
C 4.300 2.036 2.862
C 5.302 1.079 2.860
C 5.084 -0.158 2.265
C 3.864 -0.442 1.677
H -1.208 -4.079 1.583
H -1.130 -3.969 4.059
H 0.075 -2.114 5.174
H 1.166 -0.366 3.825
H 0.033 1.653 3.101
H -1.870 3.219 3.098
H -2.952 3.858 0.946
H -2.081 3.085 -1.165
H 0.356 2.442 -0.942
H 2.302 2.516 2.254
H 4.472 3.006 3.311
H 6.260 1.301 3.311
H 5.874 -0.897 2.242
H 3.707 -1.393 1.180
Se 2.578 1.247 -1.782
Se 3.747 0.311 -3.557
Se 4.767 -1.373 -2.322
Se 2.817 -2.384 -1.523
C -1.463 1.667 -3.263
C -1.127 0.350 -2.547
C -0.023 -0.305 -3.400
C -0.602 0.510 -1.077
C -2.387 -0.522 -2.481
C -3.489 -0.040 -1.769
C -4.650 -0.781 -1.646
C -4.738 -2.042 -2.227
C -3.652 -2.540 -2.923
C -2.488 -1.786 -3.048
H -0.645 2.383 -3.155
H -2.385 2.113 -2.899
H -1.597 1.472 -4.329
H 0.712 0.430 -3.712
H -0.418 -0.784 -4.295
H 0.521 -1.156 -2.922
H -1.283 -0.039 -0.423
H -3.428 0.931 -1.289
H -5.488 -0.378 -1.091
H -5.643 -2.627 -2.131
H -3.700 -3.523 -3.374
H -1.657 -2.220 -3.587
```

Values from the calculation:
Energy ... -343973.66257 eV
Multiplicity ... 4
Gap between HOMO and LUMO (spin up / spin down) ... 6.82 / 6.00 eV
HOMO level (spin up / spin down) ... -0.258 / -0.259 Ha



[2]
The following is a DFT calculation (ωB97M-V/def2-TZVPD) of a molecular structure, C28H26GeMoN2O2S5.

XYZ file:
```
65
Properties=species:S:1:pos:R:3
Mo 0.206 0.580 -0.005
C -2.588 2.307 -2.617
C -2.279 1.367 -1.516
O -0.965 1.381 -1.121
C -3.118 0.542 -0.886
C -2.757 -0.373 0.181
C -3.833 -1.208 0.793
N -1.532 -0.480 0.600
N -1.310 -1.425 1.610
C -0.077 -1.459 1.951
O 0.783 -0.602 1.324
C 0.476 -2.357 2.951
C -0.370 -3.231 3.639
C 0.158 -4.091 4.582
C 1.525 -4.082 4.843
C 2.367 -3.214 4.161
C 1.847 -2.348 3.214
H -2.380 3.332 -2.304
H -3.632 2.228 -2.906
H -1.958 2.081 -3.479
H -4.153 0.545 -1.194
H -4.785 -1.033 0.300
H -3.926 -0.973 1.854
H -3.572 -2.264 0.733
H -1.430 -3.227 3.426
H -0.491 -4.770 5.117
H 1.934 -4.758 5.582
H 3.428 -3.214 4.368
H 2.499 -1.671 2.679
Ge 0.614 -1.466 -1.513
C 2.261 -0.427 -1.838
C 3.077 -0.820 -2.903
C 4.265 -0.155 -3.170
C 4.653 0.935 -2.403
C 3.848 1.373 -1.365
C 2.663 0.694 -1.097
C -0.571 -1.476 -3.012
C -0.425 -0.527 -4.027
C -1.322 -0.500 -5.084
C -2.374 -1.408 -5.124
C -2.527 -2.349 -4.115
C -1.628 -2.386 -3.059
H 0.766 -2.777 -0.751
H 2.796 -1.666 -3.518
H 4.894 -0.494 -3.983
H 5.582 1.447 -2.618
H 4.124 2.238 -0.779
H 2.151 1.163 -0.225
H 0.400 0.178 -4.005
H -1.197 0.219 -5.883
H -3.069 -1.389 -5.952
H -3.339 -3.063 -4.158
H -1.744 -3.136 -2.285
C -0.917 3.644 4.936
S 0.695 4.387 4.623
C 0.992 4.314 2.946
C 0.473 3.462 1.946
S -0.499 2.086 2.160
S 1.041 3.838 0.341
C 2.329 4.942 0.774
S 3.389 5.539 -0.273
S 2.224 5.427 2.445
H -1.199 4.052 5.906
H -0.851 2.563 4.993
H -1.637 3.960 4.187
```

Values from the calculation:
Energy ... -149063.74409 eV
Multiplicity ... 3
Gap between HOMO and LUMO (spin up / spin down) ... 5.76 / 5.69 eV
Energy relative to the best compared isomer or geometry (same formula, charge and spin) ... 1.9622 eV
HOMO level (spin up / spin down) ... -0.491 / -0.504 Ha
Total charge ... +2